Formula: C4H12O3
Source: OMol25
Level of theory: wB97M-V/def2-TZVPD

- Spin multiplicity: 1
- Maximum force: 0.03278 Eh/bohr
- E_LUMO: 0.6401 eV
- Frontier orbital gap: 0.3943 Ha
- Structure (SMILES): CC(C)C=O.O.O
- E: -10484.6932 eV

Geometry (Å):
O  3.30  3.48  1.10
O  0.82  -0.74  -1.77
O  2.32  -0.31  0.71
C  -0.97  -0.39  -0.21
C  -1.59  -1.41  0.78
C  -0.20  -1.14  -1.29
C  -2.00  0.52  -0.81
H  -0.85  -2.10  1.18
H  2.41  3.36  0.74
H  -0.28  0.17  0.41
H  -2.07  -0.83  1.56
H  3.19  -0.66  0.95
H  -0.56  -2.16  -1.53
H  -1.61  1.23  -1.54
H  -2.35  -1.98  0.23
H  -2.47  1.13  -0.03
H  3.63  2.57  0.93
H  -2.83  -0.02  -1.27
H  2.13  -0.73  -0.14

Results of the Mulliken charge analysis, in e, for atoms 1 through 4: -0.642 -0.538 -0.606 1.013